(1)
67
Properties=species:S:1:pos:R:3:forces:R:3:lowdin_charge:R:1 method="wB97M-V/def2-TZVPD" multiplicity=1 charge=0 orbital_gap_ev=2.426 de_lowest_kcal_mol=173.8
C -1.6471 4.9093 1.6330 5.376 -7.969 -1.763 0.097
C -0.9030 3.7020 1.4669 -4.164 7.148 -1.058 -0.063
C -0.0979 2.4670 0.6843 1.059 -0.427 -0.385 -0.027
C 1.5391 2.6372 0.5706 -3.051 -1.585 -0.765 -0.049
C 2.2449 3.9782 1.2719 0.392 -1.530 -0.274 -0.152
C 2.6124 3.7495 2.8663 -1.312 0.494 1.929 -0.158
C 1.6340 3.9438 4.0012 1.220 -0.448 -1.405 -0.025
N 2.3611 1.5630 -0.1465 -3.450 -0.113 0.369 0.078
C 1.7581 0.3222 -0.8109 -2.613 0.807 1.076 -0.049
C 2.6756 -0.8127 -1.6281 1.106 0.990 0.888 -0.585
Br 2.1528 -0.7613 -3.5995 -0.235 0.030 1.506 0.719
C 4.2845 -0.4921 -1.5950 0.864 0.330 0.022 -0.314
C 5.1630 -1.3535 -2.7131 0.717 0.094 -0.336 -0.183
C 0.1087 0.0564 -0.7340 1.225 1.638 0.842 -0.065
N -0.4256 -1.1920 -1.4038 1.668 2.055 1.235 0.041
C -0.8949 1.1415 0.0482 3.395 -0.175 -0.678 0.093
C -2.5367 0.9343 0.1716 -4.927 3.252 0.798 -0.206
O -3.4028 1.9287 0.4789 6.306 -5.863 -1.636 -0.020
O -3.1346 -0.3837 -0.1111 1.805 3.036 1.831 -0.105
C -4.2701 -0.6823 0.7752 -1.696 -1.305 1.357 -0.186
C -3.8698 -0.8233 2.3727 -0.453 -0.295 -0.437 -0.178
C -2.7146 -1.9530 2.6511 -0.446 0.359 1.340 -0.211
C -1.4614 -1.2581 3.4688 0.707 -1.448 -0.329 -0.228
C -0.2362 -2.3719 3.5119 -0.125 0.655 0.001 -0.234
C 1.0836 -1.7133 4.2938 -0.517 -0.280 -0.816 -0.251
C 2.4340 -1.9288 3.3759 -0.654 -0.198 -0.336 -0.156
H -2.1778 5.9766 1.6980 1.477 -3.156 0.141 0.079
H 1.5701 4.9529 1.1465 1.153 -2.629 0.393 0.126
H 3.2540 4.2373 0.6938 -2.097 -0.847 1.324 0.122
H 3.7167 3.4556 3.2115 -2.040 2.183 -1.138 0.109
H 1.6906 4.9127 4.6829 1.023 -2.885 -0.495 0.079
H 0.8197 3.1460 4.3119 0.619 2.425 -1.807 0.075
H 3.4084 1.7340 -0.1572 -1.891 -0.526 -0.157 0.140
H 2.5274 -1.9026 -1.1988 -0.097 2.398 -0.937 0.121
H 4.7458 -0.7189 -0.5191 -1.229 0.491 -2.197 0.120
H 4.4940 0.6547 -1.8505 -0.664 -2.422 0.631 0.112
H 5.4114 -0.6808 -3.6664 -0.846 -1.529 2.127 0.087
H 6.2312 -1.6689 -2.2845 -2.482 0.719 -0.673 0.086
H 4.6159 -2.3258 -3.0764 1.015 1.983 0.799 0.068
H -0.5334 -1.0456 -2.4389 0.089 -0.082 0.984 0.078
H 0.1906 -2.0286 -1.2045 -0.836 1.586 -0.470 0.090
H -5.1896 0.0354 0.6639 2.116 -1.058 0.004 0.133
H -4.6639 -1.7621 0.4527 1.166 2.410 0.387 0.149
H -4.8632 -1.1607 2.9423 2.080 0.888 -1.366 0.126
H -3.5420 0.2092 2.8154 -0.613 -1.895 -0.922 0.111
H -2.3645 -2.5367 1.6969 -0.566 1.445 1.691 0.118
H -3.2024 -2.7658 3.3749 1.190 1.662 -1.556 0.120
H -1.7435 -0.9675 4.5843 0.381 -0.520 -2.455 0.128
H -1.0263 -0.3084 2.9077 -1.080 -1.853 1.098 0.108
H -0.5837 -3.3839 4.0141 0.654 2.152 -0.895 0.117
H 0.0081 -2.6377 2.3852 -0.288 0.606 2.265 0.100
H 1.1630 -2.2067 5.3681 -0.034 1.276 -2.272 0.112
H 0.8744 -0.5430 4.3427 0.513 -2.560 0.312 0.098
H 2.5389 -0.9494 2.7123 0.143 -2.146 1.387 0.070
H 3.3976 -2.1750 3.9966 -1.847 0.776 -1.233 0.073
H 2.2417 -2.8388 2.6402 0.513 1.875 1.544 0.071
C -3.0630 -0.0216 -5.2406 -0.928 0.321 -0.031 -0.099
C -1.9677 -0.6071 -6.1472 -0.863 -1.315 0.983 -0.714
C -2.3032 -2.0731 -6.4679 -0.727 -0.395 -0.539 -0.105
O -0.8306 -0.5890 -5.4735 2.082 0.733 0.680 -0.265
H -3.1605 -0.5672 -4.2928 0.251 -0.057 -0.200 0.062
H -2.8668 1.0317 -5.0027 0.152 -0.201 -0.096 0.062
H -4.0368 -0.0660 -5.7427 -0.117 0.046 0.004 0.059
H -2.0464 -0.0658 -7.1008 0.402 0.449 -0.363 0.108
H -2.3721 -2.6957 -5.5660 0.126 0.304 0.000 0.065
H -1.5505 -2.5219 -7.1287 -0.013 0.223 0.165 0.062
H -3.2691 -2.1388 -6.9830 -0.080 -0.123 -0.091 0.056


(2)
71
Properties=species:S:1:pos:R:3:forces:R:3:lowdin_charge:R:1 method="wB97M-V/def2-TZVPD" multiplicity=1 charge=+3 orbital_gap_ev="4.781 / 4.784" de_lowest_kcal_mol=13.3
Os 0.3652 -0.6439 -0.0859 1.515 2.147 1.173 0.972
C 3.4955 0.7263 -2.4736 0.017 -0.019 0.023 -0.015
C 3.0775 -0.7104 -2.1393 0.019 -0.048 -0.044 -0.323
C 1.5684 -0.8965 -2.2637 -0.093 -0.065 -0.001 -0.109
C 3.6748 -1.2558 -0.8523 -0.038 -0.009 -0.019 -0.140
C 4.6654 -2.2236 -0.9254 0.036 0.012 0.057 0.005
C 5.2439 -2.7416 0.2255 0.032 -0.035 -0.005 -0.016
C 4.8391 -2.2953 1.4698 0.017 0.020 -0.074 0.001
C 3.8533 -1.3190 1.6028 -0.027 0.082 0.075 -0.139
C 3.4328 -0.8476 2.9822 -0.026 -0.009 0.016 -0.376
C 4.6090 -0.2522 3.7614 -0.007 -0.020 0.004 -0.029
C 2.7798 -1.9808 3.7782 -0.041 -0.009 0.010 -0.043
C 3.2942 -0.8206 0.4250 0.305 0.103 -0.491 -0.181
N 2.1845 0.0925 0.4917 -1.667 -1.648 -0.145 0.010
C 2.3479 1.4028 0.7104 0.064 0.591 0.161 -0.226
C 3.5676 2.0422 1.0553 -0.046 -0.094 -0.111 0.065
C 3.5900 3.4068 1.2061 0.053 0.082 0.040 0.006
C 2.4381 4.1766 0.9947 -0.102 -0.174 -0.042 0.051
C 1.2212 3.5869 0.6135 0.105 0.253 0.040 0.052
C 1.2281 2.2393 0.4953 -0.265 -0.490 0.008 -0.170
F 0.0930 1.5660 0.0546 0.089 0.396 0.042 -0.083
H 3.2887 0.9477 -3.5211 -0.017 -0.002 0.019 0.101
H 4.5632 0.8666 -2.3097 -0.005 -0.006 -0.008 0.104
H 2.9595 1.4656 -1.8739 -0.002 0.016 0.038 0.070
H 3.4783 -1.3497 -2.9309 0.025 0.028 0.001 0.150
H 0.9964 -0.0548 -1.6893 -0.037 -0.037 -0.124 0.019
H 1.2362 -1.9098 -2.0701 0.088 -0.055 -0.179 0.053
H 1.1969 -0.5871 -3.2449 -0.019 -0.024 0.004 0.129
H 5.0012 -2.5684 -1.8961 -0.012 0.012 0.007 0.133
H 6.0230 -3.4883 0.1468 -0.014 0.001 0.002 0.128
H 5.3087 -2.7004 2.3577 -0.018 0.020 0.002 0.131
H 2.6851 -0.0580 2.8508 -0.001 0.025 0.067 0.093
H 5.3825 -1.0020 3.9308 -0.006 0.018 0.003 0.094
H 4.2797 0.1035 4.7381 -0.006 -0.002 -0.011 0.096
H 5.0706 0.5838 3.2354 0.018 -0.006 -0.002 0.077
H 3.4895 -2.7880 3.9657 -0.003 0.009 -0.017 0.097
H 1.9227 -2.4032 3.2469 0.025 -0.001 -0.012 0.040
H 2.4403 -1.6222 4.7520 0.014 0.001 -0.010 0.095
H 4.4561 1.4389 1.1860 0.001 0.007 0.017 0.136
H 4.5123 3.9020 1.4774 -0.001 -0.003 0.003 0.139
H 2.4845 5.2522 1.1050 0.006 0.008 -0.001 0.143
H 0.3369 4.1753 0.4082 0.008 -0.015 -0.007 0.151
N -3.4716 -0.3668 0.4994 -0.046 0.028 0.076 0.160
C -3.1925 -0.7257 -0.7386 0.370 0.244 -0.058 -0.760
N -4.1560 -1.0127 -1.5898 -0.077 0.008 -0.025 0.154
S -1.5720 -0.8603 -1.3943 -0.381 -0.702 -0.386 0.683
H -4.4252 -0.2753 0.8223 0.016 -0.015 0.013 0.148
H -2.7390 -0.0786 1.1228 -0.002 0.025 0.016 0.030
H -5.1342 -0.9353 -1.3460 0.016 0.012 0.001 0.150
H -3.9365 -1.2669 -2.5413 0.011 -0.022 0.021 0.124
C -0.6109 -4.3722 -2.4326 0.012 0.006 -0.003 -0.114
C 0.2907 -4.8227 -1.2975 0.018 -0.058 0.063 -0.366
S 0.0650 -3.8641 0.2079 0.052 0.100 0.021 1.036
O 0.9338 -2.5640 -0.0404 0.148 -0.595 -0.062 -0.735
C 1.1314 -4.7818 1.3577 -0.024 0.061 -0.022 -0.346
C 0.4591 -4.9797 2.7071 0.027 -0.010 0.000 -0.113
H -0.3881 -4.9745 -3.3126 -0.009 0.005 0.002 0.101
H -0.4566 -3.3257 -2.6952 0.014 -0.023 -0.003 0.039
H -1.6615 -4.5196 -2.1836 0.011 0.023 0.003 0.089
H 1.3570 -4.7679 -1.5316 -0.004 0.010 0.015 0.114
H 0.0626 -5.8463 -0.9867 -0.025 0.004 -0.044 0.112
H 2.0349 -4.1701 1.4122 0.015 -0.002 -0.010 0.089
H 1.3844 -5.7261 0.8769 -0.026 -0.017 0.015 0.104
H 0.2161 -4.0276 3.1809 -0.012 -0.020 -0.005 0.054
H 1.1438 -5.5157 3.3637 -0.012 0.010 0.006 0.101
H -0.4511 -5.5722 2.6232 0.009 0.008 -0.005 0.089
Cl -1.3138 1.7026 2.9719 -0.040 0.086 -0.056 0.683
C -0.3799 0.3141 3.4010 0.038 -0.183 -0.145 -0.823
Cl -0.5202 -1.0301 2.1318 -0.118 -0.090 0.026 0.616
H -0.7806 -0.1767 4.2820 0.021 0.014 0.041 0.060
H 0.6784 0.5304 3.4821 0.016 0.038 -0.004 0.031


(3)
85
Properties=species:S:1:pos:R:3:forces:R:3:lowdin_spin:R:1 method="wB97M-V/def2-TZVPD" multiplicity=4 charge=-3 orbital_gap_ev="4.273 / 4.286"
V -0.1688 -0.8309 -0.0798 0.648 2.961 2.563 2.709
C 1.9576 -0.9257 3.6003 0.299 -1.418 -2.982 0.009
C 2.0505 -1.6491 2.3723 -0.152 0.341 1.975 0.000
C 3.1323 -2.7922 2.2818 1.166 -1.072 0.683 0.001
O 3.4616 -3.2573 1.1743 -0.648 0.693 0.460 0.001
C 3.7548 -3.2820 3.5452 -2.313 1.838 -3.408 0.000
C 3.4167 -2.6276 4.7035 3.105 -3.307 4.258 0.000
C 2.6167 -1.3805 4.7357 -0.603 3.919 1.881 0.004
O 2.5382 -0.5485 5.7147 0.865 -2.556 -0.491 0.016
O 3.9283 -3.1242 5.8230 -1.559 1.657 -1.758 -0.002
O 1.2888 -1.4326 1.4006 -0.219 0.106 -1.594 0.019
H 1.5413 0.0696 3.6476 -0.498 -0.146 -0.131 0.000
H 4.3763 -4.1576 3.4294 0.101 0.080 0.457 0.000
C 0.2422 3.0871 2.2840 1.704 3.896 3.358 0.002
C 0.4910 4.5167 2.4479 -1.306 1.284 -0.292 0.001
C 0.3191 5.3361 1.0950 -0.614 -0.992 0.411 0.000
O 0.4306 6.5354 1.1719 0.610 2.349 0.054 0.000
C -0.0941 4.6895 -0.0946 0.264 -0.097 0.745 0.000
C -0.3110 3.3393 -0.1368 -0.139 0.451 -3.130 0.001
C -0.1507 2.5495 1.1264 0.014 -3.447 -1.170 0.000
O -0.2892 1.2721 1.0945 -0.536 -0.465 -0.959 0.005
O -0.5603 2.8290 -1.3153 -0.067 -0.833 1.986 0.001
O 0.6191 5.2571 3.4623 0.255 -2.383 -1.372 0.003
H 0.5229 2.5570 3.1821 -0.411 -0.823 -0.161 0.000
H -0.1902 5.2381 -1.0198 0.029 0.226 0.001 0.000
N -0.0799 -2.6721 -0.9315 1.115 -3.682 -4.621 0.060
S -0.1114 -4.2001 -0.4997 1.023 -2.554 7.644 0.010
O 1.0974 -5.0298 -0.3667 -2.436 1.993 -1.345 0.006
O -1.3485 -4.8427 -0.7701 -0.627 -0.617 -0.781 0.000
F -0.3491 -3.7484 1.0378 0.249 -0.946 0.186 0.005
S 0.3424 -3.2444 -2.5278 2.675 1.154 -4.587 0.021
O -0.6988 -4.0219 -3.2783 2.385 2.510 1.968 0.010
O 1.7580 -3.6389 -2.7658 -3.440 0.451 0.919 0.014
F 0.4188 -1.7558 -3.1124 -0.812 -0.813 -0.299 0.008
C -3.8656 -0.5889 -2.3254 0.441 -0.698 0.156 0.001
C -2.3378 -0.5281 -2.4265 1.466 1.366 -0.271 0.008
C -1.7826 0.2736 -3.6255 -0.992 -0.248 -0.283 0.001
O -0.4167 0.5750 -3.4614 0.876 -0.359 -1.798 0.001
C 0.2080 0.8418 -4.7377 -0.659 1.257 0.591 0.000
N -1.7185 0.1393 -1.2205 -1.485 -0.943 -1.639 0.018
H -4.0707 -1.3431 -1.5656 -0.267 0.033 0.015 0.000
H -4.3516 -0.9513 -3.2312 0.115 0.120 -0.223 0.000
H -4.3443 0.3281 -1.9820 0.254 0.196 -0.179 0.000
H -1.8894 -1.5158 -2.5341 -0.482 -0.190 0.129 0.001
H -2.2830 1.2291 -3.7830 -0.486 0.278 0.310 0.000
H -1.9947 -0.3021 -4.5264 0.335 -0.291 -0.345 0.000
H 1.0547 1.5223 -4.6470 0.203 -0.238 0.753 0.000
H -0.4912 1.4642 -5.2961 -0.254 -0.199 -0.469 0.000
H 0.5464 -0.0003 -5.3413 -0.379 -0.522 0.363 0.000
H -1.2654 0.9585 -1.5997 0.858 0.845 0.433 0.003
H -2.5278 0.5638 -0.7905 0.366 -0.073 1.052 0.002
C -3.5180 -2.9691 2.0025 -0.871 1.400 -1.104 0.000
C -3.0801 -1.6850 1.1604 0.147 0.591 0.808 0.004
C -3.7030 -0.3514 1.6437 -0.360 -0.438 -1.304 0.001
O -3.5421 0.7245 0.6980 -0.808 -1.410 1.172 0.001
C -3.9209 1.9711 1.2297 0.155 0.170 -0.568 0.000
N -1.6657 -1.4389 1.3786 0.335 -1.425 1.528 0.018
H -4.5352 -2.8745 2.3826 -0.485 -0.010 -0.543 0.000
H -3.0047 -3.1475 2.9474 0.874 0.106 -0.448 0.000
H -3.4516 -3.7779 1.2749 0.097 -0.395 0.585 0.000
H -3.1560 -1.8073 0.0799 -0.761 -0.345 0.185 0.001
H -3.1460 -0.0793 2.5403 -0.542 0.141 0.435 0.000
H -4.7624 -0.5578 1.7957 -0.336 0.486 0.416 0.000
H -3.8421 2.6040 0.3457 0.141 0.588 0.461 0.000
H -3.2910 2.2884 2.0607 0.412 0.091 -0.196 0.000
H -4.9467 2.0094 1.5963 -0.415 -0.331 -0.063 0.000
H -1.7339 -1.1132 2.3322 1.169 1.417 0.201 0.002
H -1.3126 -2.3337 1.6864 0.797 -0.507 -0.816 0.004
C 3.2907 0.0477 -2.5099 0.703 0.151 0.590 0.000
C 2.6612 0.1058 -1.0952 2.625 -1.280 0.755 0.005
C 3.4116 1.1133 -0.1249 -0.491 0.370 -1.559 0.000
O 3.0597 2.3712 -0.6126 0.709 2.610 -0.577 0.000
C 3.7567 3.4566 0.0611 -2.490 -0.427 0.832 0.000
N 1.2356 0.2641 -1.2359 0.528 1.541 -0.495 0.017
H 3.1665 0.9581 -3.0964 -0.288 0.241 0.126 0.000
H 2.9081 -0.7967 -3.0832 -0.213 -0.043 0.137 0.000
H 4.3675 -0.0993 -2.4261 0.148 -0.090 0.037 0.000
H 2.8719 -0.8577 -0.6310 -0.131 -0.320 -0.029 0.000
H 4.4876 1.1003 -0.2989 0.375 -1.109 0.174 0.000
H 3.2258 1.1179 0.9491 -0.434 -0.889 0.107 0.000
H 3.2756 3.4889 1.0387 0.365 -0.098 0.626 0.000
H 3.4081 4.4181 -0.3158 0.348 -0.197 -0.786 0.000
H 4.8336 3.4027 0.2208 0.152 -0.447 -0.615 0.000
H 1.0878 0.4054 -2.2250 -0.489 -1.155 -0.445 0.004
H 1.1416 1.2615 -1.1078 -1.001 0.921 1.308 0.003